Below is the ion C3H8NO with charge +1 at a distorted geometry, with properties calculated with ωB97M-V/def2-TZVPD.

The geometry in ORCA input format:
```
! RIJCOSX wB97M-V def2-TZVPD def2/J DEFGRID3
* xyz 1 1
H -0.753 0.753 1.512
H 1.558 -0.997 -0.785
C 1.810 -0.002 -0.467
H 1.198 1.815 0.392
N -0.868 -0.894 0.028
H -2.213 1.695 -0.271
C -0.567 0.601 0.401
C 1.018 0.803 0.160
H -1.034 -0.940 -0.917
H 2.788 0.356 -0.551
H -1.417 -1.447 0.715
H 0.029 -1.323 -0.034
O -1.333 1.333 -0.507
*
```

Calculated values
Highest occupied orbital energy   -15.32 eV
F_max   4.842 eV Å⁻¹
Relative energy (zero: lowest compared OMol25 entry of this formula, charge and spin)   1.4597 eV
Frontier orbital gap   11.68 eV
Energy   -6769.7099 eV
SMILES   C=C[C@H]([NH3+])O

Atom charges from the natural (NBO) analysis, given in e for atoms 1 to 6: H 0.22; H 0.18; C -0.36; H 0.24; N -0.71; H 0.52

Below is a cluster of 2 separate species, C3H8NO in total at a distorted geometry, with properties calculated with ωB97M-V/def2-TZVPD.

The geometry in ORCA input format:
```
! RIJCOSX wB97M-V def2-TZVPD def2/J DEFGRID3
* xyz 1 1
H 0.705 -2.627 -1.493
H 0.280 0.030 1.990
C -0.671 0.328 1.576
H -0.236 1.995 0.224
N 0.292 -1.138 0.030
H 0.149 -0.931 -2.047
H 0.648 -1.675 0.816
H -1.275 1.111 1.998
C -0.677 -0.178 0.295
O -0.896 2.678 0.043
H 1.715 -1.223 -1.378
H -0.732 3.178 -0.756
C 0.698 -1.546 -1.299
*
```

Calculated values
Highest occupied orbital energy   -15.07 eV
F_max   5.445 eV Å⁻¹
Relative energy (zero: lowest compared OMol25 entry of this formula, charge and spin)   5.0499 eV
Frontier orbital gap   6.83 eV
Energy   -6766.1197 eV

Atom charges from the natural (NBO) analysis, given in e for atoms 1 to 6: H 0.27; H 0.23; C -0.25; H 0.46; N -0.38; H 0.25

Below is the ion C3H8NO with charge +1 at a distorted geometry, with properties calculated with ωB97M-V/def2-TZVPD.

The geometry in ORCA input format:
```
! RIJCOSX wB97M-V def2-TZVPD def2/J DEFGRID3
* xyz 1 1
H 1.253 -0.512 -1.831
H 1.537 -0.832 1.092
H 0.440 1.721 -0.652
N 1.517 -1.249 0.113
H -1.934 1.236 -0.417
C 0.064 0.753 -0.445
C -1.211 0.931 0.293
H -1.901 -0.228 2.025
H -0.160 -1.357 -1.047
C 0.673 -0.572 -0.883
H 2.497 -1.353 -0.250
O -1.824 -0.236 1.025
H -0.949 1.697 0.979
*
```

Calculated values
Highest occupied orbital energy   -14.54 eV
F_max   5.059 eV Å⁻¹
Relative energy (zero: lowest compared OMol25 entry of this formula, charge and spin)   3.9126 eV
Frontier orbital gap   6.78 eV
Energy   -6767.2571 eV

Atom charges from the natural (NBO) analysis, given in e for atoms 1 to 6: H 0.27; H 0.39; H 0.22; N -0.75; H 0.30; C 0.44

Below is a cluster of 2 separate species, C3H8NO in total at a distorted geometry, with properties calculated with ωB97M-V/def2-TZVPD.

The geometry in ORCA input format:
```
! RIJCOSX wB97M-V def2-TZVPD def2/J DEFGRID3
* xyz 1 1
H -1.927 1.212 -3.411
C -1.295 0.514 -2.878
H 0.654 -1.506 3.083
C 1.301 -1.184 2.253
O 0.282 0.137 0.596
H -0.670 -0.005 -0.931
C 0.935 0.084 1.633
H 1.141 1.037 2.111
N -1.216 0.530 -1.618
H 2.258 -1.150 2.782
H -0.687 -0.197 -3.426
H -1.732 1.246 -1.110
H 1.245 -2.028 1.568
*
```

Calculated values
Highest occupied orbital energy   -14.23 eV
F_max   1.744 eV Å⁻¹
Relative energy (zero: lowest compared OMol25 entry of this formula, charge and spin)   0.5842 eV
Frontier orbital gap   9.14 eV
Energy   -6770.5854 eV

Atom charges from the natural (NBO) analysis, given in e for atoms 1 to 6: H 0.24; C 0.15; H 0.28; C -0.76; O -0.65; H 0.49

Below is a cluster of 2 separate species, C3H8NO in total at a distorted geometry, with properties calculated with ωB97M-V/def2-TZVPD.

The geometry in ORCA input format:
```
! RIJCOSX wB97M-V def2-TZVPD def2/J DEFGRID3
* xyz 1 1
H 0.041 -1.782 0.020
C 0.965 -1.291 0.298
H -2.944 1.031 -0.186
H 1.190 -1.199 1.309
H 1.781 -1.661 -0.266
H -1.983 -0.617 -1.115
C 1.430 0.844 -0.063
C -1.985 0.842 0.121
H 1.382 1.756 -0.659
H -1.264 1.436 0.733
H 2.067 0.842 0.748
N -1.422 -0.136 -0.406
O 0.741 -0.065 -0.535
*
```

Calculated values
Highest occupied orbital energy (spin up / spin down)   -14.31 / -14.31 eV
F_max   4.592 eV Å⁻¹
Relative energy (zero: lowest compared OMol25 entry of this formula, charge and spin)   4.1421 eV
Frontier orbital gap (spin up / spin down)   8.52 / 8.52 eV
Energy   -6767.0275 eV

Atom charges from the natural (NBO) analysis, given in e for atoms 1 to 6: H 0.25; C -0.26; H 0.20; H 0.22; H 0.22; H 0.36

Below is a cluster of 2 separate species, C3H8NO in total at a distorted geometry, with properties calculated with ωB97M-V/def2-TZVPD.

The geometry in ORCA input format:
```
! RIJCOSX wB97M-V def2-TZVPD def2/J DEFGRID3
* xyz 1 1
H -1.044 -1.788 0.871
H -0.636 -0.246 -0.836
C 1.775 0.587 0.099
H 1.228 1.852 1.738
H 2.853 0.695 0.289
C 0.916 1.202 0.912
H -2.251 -0.200 -1.243
H -0.033 1.426 0.400
N -1.534 -0.758 -0.769
H 2.115 -0.100 -1.573
H -2.848 -1.265 0.788
O 1.321 -0.103 -1.024
C -1.862 -1.302 0.349
*
```

Calculated values
Highest occupied orbital energy   -13.30 eV
F_max   2.871 eV Å⁻¹
Relative energy (zero: lowest compared OMol25 entry of this formula, charge and spin)   1.9572 eV
Frontier orbital gap   7.36 eV
Energy   -6769.2124 eV

Atom charges from the natural (NBO) analysis, given in e for atoms 1 to 6: H 0.23; H 0.48; C 0.14; H 0.25; H 0.21; C -0.52

Below is the ion C3H8NO2 with charge -1 at a distorted geometry, with properties calculated with ωB97M-V/def2-TZVPD.

The geometry in ORCA input format:
```
! RIJCOSX wB97M-V def2-TZVPD def2/J DEFGRID3
* xyz -1 1
H -1.742 0.811 0.562
N -0.193 0.655 -1.389
H 0.862 -1.189 1.271
O 1.484 -1.710 -0.585
C 0.508 -1.070 0.253
H 1.256 -1.535 -1.490
H -0.693 2.050 1.126
H -0.475 -1.557 0.176
C 0.281 0.444 0.001
C -0.738 0.908 1.051
H 1.271 0.896 0.122
H -1.070 1.150 -1.460
O -0.642 0.332 2.260
H -0.108 -0.185 -1.898
*
```

Calculated values
Highest occupied orbital energy   -2.30 eV
F_max   1.961 eV Å⁻¹
Relative energy (zero: lowest compared OMol25 entry of this formula, charge and spin)   2.9158 eV
Frontier orbital gap   6.16 eV
Energy   -8824.8764 eV
SMILES   N[C@@H](C[O-])CO

Atom charges from the natural (NBO) analysis, given in e for atoms 1 to 6: H 0.05; N -0.88; H 0.22; O -0.74; C -0.08; H 0.44

Below is the ion C3H8NO2 with charge -1 at a distorted geometry, with properties calculated with ωB97M-V/def2-TZVPD.

The geometry in ORCA input format:
```
! RIJCOSX wB97M-V def2-TZVPD def2/J DEFGRID3
* xyz -1 1
H -0.703 0.301 -1.810
C -0.299 -0.686 -1.462
N -1.254 -0.533 0.884
H -1.098 -1.465 -1.539
H 0.700 -1.304 0.405
O 1.405 1.015 1.451
C 0.006 -0.532 0.073
H 0.745 0.978 2.143
H 1.568 0.882 -0.542
H -1.043 -0.355 1.862
H -1.630 0.374 0.600
O 0.794 -1.044 -2.171
C 0.762 0.783 0.178
H 0.047 1.586 -0.072
*
```

Calculated values
Highest occupied orbital energy   -2.22 eV
F_max   1.502 eV Å⁻¹
Relative energy (zero: lowest compared OMol25 entry of this formula, charge and spin)   2.8652 eV
Frontier orbital gap   5.88 eV
Energy   -8824.9271 eV
SMILES   N[C@@H](C[O-])CO

Atom charges from the natural (NBO) analysis, given in e for atoms 1 to 6: H 0.07; C -0.02; N -0.83; H 0.09; H 0.18; O -0.75